# 1
17
Properties=species:S:1:pos:R:3:forces:R:3 method="wB97M-V/def2-TZVPD" mol_weight_g_mol=114.1 fmax_ev_per_a=1.748 spin_multiplicity=1 total_charge=0 orbital_gap_ev=10.3426 de_lowest_kcal_mol=23.2
N 0.838 -1.467 -1.626 0.030 1.517 0.868
C 1.470 -1.273 -0.439 -0.381 -0.848 1.331
N 1.104 -0.102 0.243 0.478 0.159 -0.035
O 2.136 -2.117 0.142 0.358 0.353 -0.657
H 0.051 -0.828 -1.721 0.218 -0.882 -1.034
H 1.187 -2.181 -2.231 -0.494 -0.115 -0.246
H 1.729 -0.013 1.033 -0.146 0.036 0.063
H 1.047 0.776 -0.257 -0.133 -0.207 -0.187
O -1.162 2.431 1.045 0.187 -0.428 -0.400
H -1.579 3.023 1.662 -0.211 0.406 0.305
H -1.163 1.591 1.521 0.095 0.060 0.018
O -2.056 -1.078 -3.254 0.292 0.289 -0.023
H -1.683 -1.783 -3.788 -0.055 -0.250 -0.049
H -1.611 -0.290 -3.592 -0.217 0.021 0.037
O -0.517 1.114 3.695 0.192 0.078 0.121
H 0.142 0.496 3.390 0.014 -0.826 -0.466
H 0.068 1.699 4.176 -0.225 0.638 0.355


# 2
18
Properties=species:S:1:pos:R:3:forces:R:3 method="wB97M-V/def2-TZVPD" mol_weight_g_mol=170.8 fmax_ev_per_a=3.222 spin_multiplicity=3 total_charge=-1 s_squared=2.008 orbital_gap_ev="3.8821 / 8.3312" de_lowest_kcal_mol=17.3
C 1.414 1.153 -0.102 1.467 2.641 1.119
Ni 0.016 -0.284 -0.806 -0.571 0.281 0.013
N -1.322 -1.515 -0.185 -1.054 -0.701 0.517
N -0.077 0.237 -2.731 0.399 -0.063 0.534
H -2.170 -1.009 0.087 0.265 -0.077 0.083
H 1.469 0.075 -0.278 0.214 -0.830 0.171
H 1.789 1.324 0.935 -0.161 -0.413 -0.706
H 0.599 1.893 -0.180 -0.419 -1.085 -0.220
H 2.161 1.509 -0.809 0.261 0.178 0.055
H -1.045 0.474 -2.939 -0.298 -0.164 -0.458
H 0.247 -0.571 -3.271 -0.289 -0.014 -0.301
H 0.504 1.032 -2.972 0.226 0.317 -0.280
H -1.570 -2.120 -0.954 -0.113 -0.267 -0.251
H -1.067 -2.100 0.611 0.042 0.288 0.029
O 0.155 1.084 3.884 -0.014 -1.642 -0.075
N -0.218 -0.033 3.420 -0.893 0.782 -1.046
O 0.089 -1.138 3.915 0.112 1.021 -0.027
O -0.974 -0.011 2.375 0.828 -0.253 0.844


# 3
19
Properties=species:S:1:pos:R:3:forces:R:3 method="wB97M-V/def2-TZVPD" mol_weight_g_mol=202.0 fmax_ev_per_a=5.742 spin_multiplicity=1 total_charge=0 orbital_gap_ev="6.7656 / 6.7664" de_lowest_kcal_mol=28.5
C 0.390 -1.768 1.599 1.984 -0.916 2.614
N 0.416 -0.480 0.946 -0.971 -0.460 0.396
N -2.079 -0.800 0.182 -1.978 0.987 -0.202
N -0.187 1.803 -0.526 -1.971 -3.718 0.007
N -0.236 -0.685 -1.773 -3.563 -1.049 3.488
P -3.592 -0.290 0.287 2.239 -0.017 -0.273
P 0.795 2.032 0.665 3.149 0.701 -0.918
P 0.676 0.299 -2.495 1.132 1.335 -1.792
P -0.632 -0.180 -0.166 3.273 2.674 -3.887
H 1.441 -2.223 1.570 -1.333 0.378 -0.299
H -0.325 -2.511 1.269 -0.169 -0.071 -0.620
H 0.214 -1.775 2.750 0.084 0.696 -1.632
H -3.914 -1.504 0.836 -1.236 -0.940 0.464
H 2.038 1.285 0.807 -0.669 0.769 -0.371
H 0.388 1.929 1.902 -0.980 -0.043 2.490
H 1.299 3.385 0.636 -0.387 -0.590 -0.106
H 1.803 0.442 -1.730 0.842 1.280 0.142
H 1.317 -0.433 -3.492 -0.163 -0.006 -0.602
H 0.189 1.475 -3.268 0.717 -1.012 1.102


# 4
18
Properties=species:S:1:pos:R:3:forces:R:3 method="wB97M-V/def2-TZVPD" mol_weight_g_mol=120.1 fmax_ev_per_a=6.299 spin_multiplicity=1 total_charge=+1 orbital_gap_ev=9.5485 de_lowest_kcal_mol=43.9
C -0.247 -1.636 1.100 0.588 4.165 -2.687
N 0.923 1.766 -2.026 -0.056 -0.657 0.914
N -1.882 -3.202 1.550 -3.434 -1.457 0.304
N 0.026 0.548 0.341 0.989 5.718 -0.958
N 1.661 3.541 -3.068 3.183 2.033 0.673
N -0.625 -2.812 1.243 0.269 -1.155 0.505
N -0.260 -0.623 0.402 -0.117 -6.188 1.167
N 1.753 2.669 -2.169 1.528 -0.997 2.425
H -0.030 -0.903 3.352 -1.701 0.198 1.419
H 0.183 1.848 -2.683 -1.365 -0.034 -1.269
H -1.912 -4.246 1.682 -0.292 1.703 -0.574
H -2.649 -2.766 0.959 1.616 -1.086 0.771
H -0.065 1.142 1.148 0.100 0.127 0.404
H -0.679 -0.845 3.851 1.702 -0.152 -1.353
H 2.352 4.278 -3.072 0.035 -0.310 0.141
H 0.968 3.620 -3.693 -3.533 -0.035 -2.834
H 0.077 -3.369 1.650 0.825 -1.367 0.443
H 0.407 0.989 -0.569 -0.337 -0.505 0.507